[1]
Molecular formula: C26H36AsClIOP2Pr
Method: DFT, ωB97M-V/def2-TZVPD

Last column: natural (NBO) charge in e.
Element x y z (Å)
Pr  0.427  0.528  1.139  1.484
I  0.019  2.707  3.658  -0.465
As  -0.985  -0.714  -0.862  0.654
Cl  3.398  2.592  2.936  0.239
P  1.807  -1.261  2.842  0.665
P  0.727  3.400  -0.112  0.747
O  2.696  1.318  0.823  -0.729
C  0.814  -1.895  -2.822  -0.223
C  -2.218  -4.272  1.150  -0.216
C  0.122  -3.454  -4.581  -0.159
C  2.339  4.283  -0.382  -0.909
C  -3.272  1.506  -3.662  -0.184
C  1.229  -1.119  4.554  -0.909
C  -0.056  4.754  0.812  -0.921
C  -3.285  -3.882  1.966  -0.172
C  -3.041  -1.603  1.141  -0.229
C  -0.509  -1.859  -2.352  -0.336
C  -1.168  -3.438  -4.068  -0.210
C  1.105  -2.693  -3.933  -0.194
C  -1.507  -2.653  -2.949  -0.142
C  -4.148  2.271  -2.891  -0.178
C  -1.590  -3.352  0.289  -0.173
C  -3.160  1.306  -0.888  -0.266
C  -2.046  -2.014  0.252  -0.322
C  1.461  -3.000  2.422  -0.924
C  3.617  -1.349  3.150  -0.901
C  -2.333  0.489  -1.665  -0.206
C  3.664  1.818  1.533  0.529
C  -2.341  0.632  -3.062  -0.248
C  -3.667  -2.538  1.964  -0.187
C  5.078  1.918  1.152  -0.740
C  0.020  3.660  -1.773  -0.929
C  -4.065  2.160  -1.500  -0.182
H  -3.031  1.360  0.187  0.207
H  -3.827  -4.610  2.583  0.248
H  2.121  -2.694  -4.302  0.233
H  5.417  2.987  1.164  0.300
H  2.151  5.250  -0.867  0.256
H  0.048  5.705  0.284  0.246
H  -1.869  -5.314  1.201  0.241
H  3.013  3.721  -1.024  0.236
H  0.373  4.820  1.814  0.266
H  1.985  -3.682  3.132  0.270
H  1.825  -3.217  1.388  0.252
H  1.573  -1.300  -2.321  0.210
H  3.842  -2.227  3.769  0.265
H  0.140  -1.236  4.586  0.258
H  3.994  -0.459  3.656  0.250
H  5.665  1.527  2.024  0.288
H  0.394  -4.062  -5.448  0.245
H  -3.269  1.621  -4.751  0.240
H  0.574  3.042  -2.513  0.245
H  -2.540  -2.667  -2.558  0.230
H  -1.556  0.153  -3.680  0.239
H  -0.682  -3.669  -0.281  0.228
H  1.708  -1.891  5.167  0.260
H  0.361  -3.187  2.436  0.263
H  -1.933  -4.027  -4.557  0.240
H  0.102  4.728  -2.064  0.255
H  -4.697  2.813  -0.901  0.237
H  2.886  4.477  0.541  0.234
H  4.176  -1.436  2.219  0.247
H  -4.914  2.889  -3.373  0.247
H  -1.110  4.506  0.943  0.247
H  -1.041  3.328  -1.765  0.250
H  -4.453  -2.207  2.647  0.242
H  5.220  1.378  0.179  0.262
H  1.457  -0.125  4.949  0.277
H  -3.238  -0.543  1.256  0.220

Output
molecular weight = 804.71 g/mol
expectation value of S² = 2.004
2S+1 = 3
HOMO level (alpha / beta) = -13.536 / -13.549 eV
net charge = +2
ΔE to the lowest compared entry with this formula, charge and spin = 78.24 kJ/mol



[2]
Molecular formula: C26H36Cl14O8
Method: DFT, ωB97M-V/def2-TZVPD

Last column: Löwdin charge in e.
Element x y z (Å)
Cl  2.501  3.595  -3.459  0.531
Cl  4.204  -1.635  -2.573  0.552
Cl  1.771  6.282  0.008  0.475
Cl  -5.421  6.151  1.246  0.558
Cl  1.792  -6.039  2.877  0.526
Cl  -6.018  -0.996  -5.317  0.568
Cl  -1.789  4.823  -0.269  0.598
Cl  0.578  -3.032  3.695  0.567
Cl  3.532  0.431  3.497  0.610
Cl  3.894  -5.352  -0.462  0.591
Cl  3.604  3.657  2.211  0.575
Cl  -0.530  -5.063  -4.975  0.549
Cl  -2.682  -1.165  -5.820  0.567
Cl  -0.260  -5.359  -0.787  0.610
O  -2.382  1.158  1.473  0.096
O  0.137  1.541  5.435  0.125
O  -1.314  -1.789  -2.645  0.089
O  -4.640  1.163  2.554  0.135
O  -2.169  1.219  6.583  0.097
O  1.958  -1.245  0.617  0.037
O  -1.617  0.748  -2.571  0.116
O  1.617  1.368  0.802  0.066
C  0.059  -5.695  -2.460  -0.692
C  -3.538  1.321  4.685  0.082
C  -5.192  -1.652  -6.707  -0.715
C  -4.181  5.049  0.631  -0.698
C  1.766  4.889  -2.453  -0.637
C  2.518  5.000  -1.076  -0.603
C  4.415  3.011  3.655  -0.652
C  3.573  1.952  4.388  -0.644
C  2.003  -3.327  2.717  -0.710
C  -0.919  1.434  4.677  -0.254
C  1.027  -0.820  -0.055  -0.290
C  -0.587  -1.100  -1.785  -0.198
C  3.439  -3.020  -1.703  -0.653
C  -3.897  -2.375  -6.366  -0.618
C  4.503  -4.068  -1.490  -0.698
C  -2.245  1.298  5.364  -0.300
C  2.742  -4.567  3.194  -0.651
C  -0.988  1.368  3.336  0.101
C  0.870  0.707  -0.044  -0.251
C  -3.000  5.960  0.232  -0.696
C  -3.611  1.252  3.357  -0.273
C  -0.751  0.390  -1.813  -0.296
C  0.275  -1.690  -0.897  0.072
C  0.084  1.273  -0.965  0.081
C  -1.081  -5.050  -3.282  -0.647
C  -2.299  1.281  2.682  -0.302
H  -3.950  4.321  1.402  0.050
H  -0.164  1.511  2.659  0.116
H  2.526  2.273  4.454  0.052
H  2.643  -3.398  -2.357  0.063
H  4.817  -4.512  -2.457  0.082
H  2.817  -4.483  4.262  0.054
H  -4.563  4.466  -0.230  0.080
H  -2.749  6.583  1.109  0.080
H  0.514  -2.751  -0.922  0.081
H  0.014  2.343  -1.072  0.105
H  5.407  2.685  3.293  0.073
H  2.613  -2.432  2.898  0.040
H  2.117  0.671  1.265  0.053
H  -5.121  -0.876  -7.448  0.064
H  4.059  1.789  5.368  0.084
H  2.455  4.053  -0.562  0.023
H  1.726  5.798  -3.076  0.074
H  -5.840  -2.425  -7.116  0.069
H  -4.278  1.145  1.648  0.119
H  -1.280  -4.005  -3.056  0.030
H  -3.211  6.576  -0.639  0.068
H  0.986  -5.211  -2.710  0.031
H  4.546  3.833  4.364  0.071
H  -4.403  1.329  5.366  0.144
H  -0.171  1.496  6.362  0.130
H  3.649  -4.671  2.587  0.056
H  -3.633  -2.859  -7.309  0.081
H  -1.947  -5.701  -3.141  0.075
H  0.740  4.621  -2.248  0.026
H  5.368  -3.612  -0.996  0.069
H  3.555  5.302  -1.228  0.064
H  0.143  -6.785  -2.569  0.081
H  -1.915  -1.234  -3.155  0.071
H  3.054  -2.645  -0.761  0.031
H  -4.040  -3.100  -5.581  0.064
H  1.765  -3.376  1.654  0.047

Output
molecular weight = 972.91 g/mol
HOMO level = -9.536 eV
structure (SMILES) = O=C1C=C(O)C(=O)C=C1O.O=C1C=C(O)C(=O)C=C1O.ClCCCl.ClCCCl.ClCCCl.ClCCCl.ClCCCl.ClCCCl.ClCCCl
net charge = 0



[3]
Molecular formula: C26H36Cl2MgNO5PS4Te
Method: DFT, ωB97M-V/def2-TZVPD

Last column: Löwdin charge in e.
Element x y z (Å)
Te  -2.041  2.428  1.908  0.560
Cl  1.234  -4.179  2.064  0.700
Cl  -3.974  -2.595  1.742  0.773
S  2.561  -0.216  1.882  0.857
S  0.838  2.563  2.211  0.571
S  3.755  -0.010  -1.363  0.902
S  2.361  2.728  -0.347  0.842
P  -1.679  1.697  -0.174  0.031
Mg  1.308  0.068  -0.319  0.425
O  -1.728  2.570  -1.516  -0.293
O  -2.974  0.722  -0.247  -0.385
O  -0.467  0.804  -0.195  -0.447
O  0.875  -0.755  -2.326  -0.044
O  0.754  -2.083  -0.541  -0.109
N  -1.171  -3.301  0.501  0.057
C  -0.090  -2.755  3.917  -0.115
C  -4.400  0.114  -1.978  -0.084
C  4.159  1.634  -2.091  -0.484
C  -2.688  -5.037  -0.110  -0.045
C  -2.725  -4.061  -2.749  -0.064
C  -3.594  -5.062  -2.341  -0.114
C  4.133  -0.897  1.203  -0.485
C  -1.865  -3.917  -0.492  -0.197
C  -0.574  -2.718  -2.507  -0.009
C  1.153  4.244  1.553  -0.505
C  4.815  -0.065  0.116  -0.489
C  2.322  4.314  0.540  -0.474
C  -1.213  -2.086  4.480  -0.082
C  0.408  -1.752  -1.750  -0.583
C  -2.402  -2.116  3.774  -0.123
C  -1.357  -3.246  1.860  -0.275
C  3.984  2.859  -1.201  -0.492
C  -1.669  3.948  -1.920  -0.265
C  -1.746  -3.518  -1.869  -0.108
C  -0.866  3.969  -3.202  -0.079
C  3.221  1.305  2.736  -0.471
C  2.214  2.291  3.379  -0.468
C  -3.507  -5.629  -1.053  -0.093
C  -2.506  -2.772  2.541  -0.621
C  -0.164  -3.354  2.654  -0.595
C  -4.198  1.189  -0.940  -0.251
H  3.831  -1.878  0.793  0.083
H  -0.223  -2.945  0.215  0.058
H  2.691  3.251  3.608  0.083
H  5.792  -0.496  -0.140  0.089
H  -4.281  -5.445  -3.068  0.084
H  -1.158  -1.632  5.449  0.092
H  3.789  1.831  1.945  0.050
H  -3.946  2.120  -1.465  0.092
H  4.803  -1.111  2.063  0.097
H  -4.137  -6.485  -0.755  0.107
H  -1.197  4.547  -1.120  0.108
H  -4.960  0.463  -2.881  0.083
H  -3.425  -0.287  -2.307  0.083
H  -1.518  3.659  -4.027  0.076
H  0.232  4.553  1.068  0.033
H  -0.539  5.014  -3.373  0.079
H  -5.029  1.284  -0.223  0.122
H  -5.020  -0.659  -1.529  0.069
H  -0.890  -2.209  -3.435  0.118
H  4.024  3.773  -1.767  0.077
H  0.164  -3.439  -2.881  0.128
H  5.179  1.565  -2.531  0.095
H  3.432  1.719  -2.921  0.088
H  4.812  2.955  -0.479  0.079
H  1.767  1.917  4.291  0.068
H  -2.691  4.317  -2.079  0.120
H  3.269  4.484  1.068  0.079
H  0.880  -2.748  4.409  0.092
H  -2.566  -5.378  0.884  0.097
H  3.852  0.899  3.506  0.068
H  5.044  0.964  0.436  0.064
H  -2.780  -3.685  -3.768  0.105
H  0.039  3.281  -3.133  0.095
H  -3.295  -1.576  4.079  0.100
H  2.200  5.178  -0.167  0.096
H  1.355  4.873  2.406  0.072

Output
molecular weight = 824.63 g/mol
HOMO level = -5.755 eV
net charge = 0